[1]
This record from the OMol25 dataset describes C48H62Cl3IrN9O7PS2 as an isolated structure in a non-equilibrium geometry. The level of theory is ωB97M-V/def2-TZVPD.

The calculation puts the HOMO-LUMO gap at 6.3 eV. Its total charge is 0. Its spin multiplicity is 1. The highest occupied orbital energy comes out at -6.6093 eV.

```
133
Properties=species:S:1:pos:R:3:mulliken_charge:R:1
Ir 1.646 0.646 0.160 1.648
O 5.442 0.243 0.418 -0.821
S 4.171 -0.439 0.332 1.293
O 3.347 -0.043 -0.939 -0.812
O 3.237 0.154 1.406 -0.650
O 4.237 -1.870 0.526 -0.716
C 5.892 3.305 0.773 -0.923
O 4.754 4.145 1.075 -0.465
C 4.165 3.952 2.243 1.154
C 4.768 3.199 3.245 -0.496
C 4.237 3.166 4.517 -0.736
C 3.086 3.889 4.801 -0.957
C 2.446 4.569 3.784 -0.609
C 2.937 4.583 2.489 0.344
N 2.141 5.364 1.562 0.132
C 2.022 5.503 0.271 -0.824
C 2.338 4.703 -0.790 1.129
C 2.549 5.380 -2.036 -0.961
C 2.985 4.724 -3.117 -1.097
C 3.213 3.308 -3.027 -0.642
C 2.949 2.608 -1.905 -1.107
C 2.453 3.266 -0.738 1.642
O 2.095 2.632 0.276 -1.180
H 6.131 3.493 -0.269 0.263
H 5.652 2.250 0.906 0.341
H 6.748 3.570 1.395 0.452
H 5.675 2.642 3.031 0.386
H 4.740 2.592 5.284 0.452
H 2.687 3.920 5.810 0.421
H 1.524 5.111 3.992 0.317
H 1.519 5.975 2.052 0.324
H 1.616 6.483 0.020 0.403
H 2.396 6.459 -2.079 0.375
H 3.184 5.264 -4.037 0.356
H 3.593 2.774 -3.896 0.479
H 3.086 1.534 -1.868 0.751
C 2.098 -0.694 4.579 -0.748
N 0.835 0.024 4.289 0.470
C -0.103 0.271 5.385 -1.053
C 0.636 0.622 3.100 -0.134
N 0.367 1.002 2.036 -0.316
H 2.607 -0.232 5.425 0.381
H 2.749 -0.647 3.711 0.057
H 1.882 -1.736 4.818 0.244
H 0.282 1.018 6.083 0.273
H -0.275 -0.657 5.928 0.362
H -1.050 0.623 4.986 0.310
N 0.068 1.043 -1.004 0.317
P -1.201 0.873 -1.725 -1.792
N -2.602 0.245 -1.009 0.533
C -2.508 -1.097 -0.379 -0.131
C -2.096 -1.017 1.091 2.439
C -3.027 -0.086 1.876 -1.052
C -3.069 1.298 1.209 -0.478
C -3.500 1.137 -0.247 -0.783
N -1.107 -0.187 -3.044 1.394
C -2.266 -0.778 -3.739 -1.098
C -2.012 -2.271 -4.023 -0.548
C -0.510 -2.529 -4.238 0.227
C 0.153 -1.297 -4.865 -1.280
C 0.087 -0.089 -3.901 -0.154
N -1.808 2.323 -2.312 1.142
C -2.781 2.296 -3.421 -0.573
C -3.500 3.637 -3.517 -1.063
C -2.500 4.765 -3.851 -0.651
C -1.105 4.446 -3.269 -0.711
C -1.235 3.626 -1.989 0.480
H -1.782 -1.691 -0.944 -0.548
H -3.492 -1.579 -0.463 0.361
H -1.093 -0.620 1.124 -1.414
H -2.101 -2.019 1.543 -0.618
H -2.677 -0.001 2.918 0.306
H -4.043 -0.511 1.901 0.412
H -2.069 1.742 1.227 -0.012
H -3.767 1.962 1.735 0.499
H -3.538 2.100 -0.750 0.206
H -4.510 0.697 -0.273 0.421
H -2.446 -0.252 -4.692 0.500
H -3.147 -0.654 -3.121 0.462
H -2.578 -2.563 -4.915 0.523
H -2.378 -2.881 -3.187 -0.133
H -0.365 -3.407 -4.873 0.609
H -0.035 -2.735 -3.278 -0.608
H -0.363 -1.060 -5.802 0.372
H 1.198 -1.502 -5.110 0.485
H 0.079 0.851 -4.485 0.135
H 0.954 -0.049 -3.248 -0.106
H -3.503 1.496 -3.243 0.449
H -2.286 2.086 -4.382 0.220
H -3.986 3.838 -2.554 0.272
H -4.287 3.581 -4.275 0.446
H -2.871 5.709 -3.438 0.375
H -2.429 4.893 -4.938 0.300
H -0.549 5.368 -3.074 0.400
H -0.515 3.864 -3.987 0.232
H -1.886 4.173 -1.274 0.117
H -0.286 3.448 -1.503 -0.598
Cl -3.898 -3.693 5.789 -0.244
C -2.758 -4.211 4.585 0.361
C -1.604 -3.493 4.379 -1.088
C -0.720 -3.910 3.395 0.791
C -0.960 -5.019 2.595 -0.250
C -0.012 -5.439 1.476 -0.035
C 1.330 -4.700 1.435 -1.886
N 1.375 -3.469 0.651 0.561
C 1.583 -3.431 -0.724 -1.945
C 1.484 -2.137 -1.084 0.055
N 1.209 -1.379 0.046 0.290
C 1.165 -2.205 1.065 0.878
O -0.574 -5.449 0.163 -0.635
C -1.461 -4.390 -0.287 2.479
C -2.622 -4.989 -1.024 -0.937
C -3.939 -4.833 -0.740 1.047
Cl -4.644 -3.944 0.552 -0.173
S -4.962 -5.647 -1.846 -0.240
C -3.620 -6.235 -2.725 -0.350
C -2.449 -5.813 -2.189 -0.978
C -2.125 -5.742 2.868 0.760
Cl -2.514 -7.199 2.011 -0.190
C -3.018 -5.347 3.848 -0.746
H -1.394 -2.616 4.984 0.505
H 0.188 -3.333 3.257 -0.331
H 0.237 -6.477 1.666 0.796
H 2.045 -5.368 0.972 0.505
H 1.676 -4.498 2.446 0.526
H 1.786 -4.327 -1.300 0.472
H 1.651 -1.674 -2.046 0.875
H 1.003 -1.904 2.095 -0.811
H -0.913 -3.756 -0.975 -0.657
H -1.807 -3.774 0.534 -0.461
H -3.773 -6.866 -3.599 0.435
H -1.467 -6.080 -2.591 0.385
H -3.916 -5.924 4.029 0.441
```

***

[2]
This record from the OMol25 dataset describes an isolated ion of composition C2H2BO3 and charge -1 in a non-equilibrium geometry. The level of theory is ωB97M-V/def2-TZVPD.

Its structure (SMILES) is BOC([O-])=C=O. The calculation puts the HOMO-LUMO gap at 5.9 eV. Its total charge is -1. Its spin multiplicity is 1. The highest occupied orbital energy comes out at -2.1528 eV.

```
8
Properties=species:S:1:pos:R:3:mulliken_charge:R:1
B -0.363 -0.978 -0.783 0.272
O -0.558 0.290 -0.641 -0.347
C 0.318 1.216 0.132 0.516
O 1.213 1.793 -0.496 -0.688
C 0.250 0.490 1.340 -0.006
O -0.473 0.317 2.276 -0.468
H -1.076 -1.564 -1.444 -0.169
H 0.690 -1.564 -0.383 -0.110
```

***

[3]
This record from the OMol25 dataset describes C45H31N4O3SSn as an isolated structure in a non-equilibrium geometry. The level of theory is ωB97M-V/def2-TZVPD.

The calculation puts the HOMO-LUMO gap (spin up / spin down) at 5.0 / 5.2 eV. Its total charge is +1. Its spin multiplicity is 1. The highest occupied orbital energy (spin up / spin down) comes out at -9.7018 / -9.7685 eV.

```
85
Properties=species:S:1:pos:R:3:mulliken_charge:R:1
Sn 12.383 3.402 17.021 1.838
C 18.193 3.412 11.521 -0.660
C 18.408 3.020 12.818 -0.575
C 17.427 3.158 13.807 -0.662
C 16.077 3.422 13.440 0.177
C 15.862 3.776 12.120 -0.650
C 16.896 3.779 11.207 -0.486
C 15.011 3.434 14.513 0.130
C 13.974 4.407 14.440 0.618
C 13.753 5.410 13.421 -1.393
C 12.495 6.002 13.616 -0.699
C 11.977 5.536 14.856 -0.349
N 12.928 4.575 15.360 -0.098
C 10.927 6.195 15.642 0.724
C 11.000 6.277 17.055 0.186
C 10.687 7.339 17.962 -1.262
C 10.775 6.905 19.253 -0.949
C 11.337 5.616 19.203 0.086
C 11.397 4.639 20.251 0.321
C 10.946 5.015 21.638 -0.726
C 11.740 4.740 22.766 0.023
C 11.337 5.104 24.047 -0.807
C 10.082 5.623 24.235 -0.413
C 9.264 5.813 23.109 -0.807
C 9.682 5.557 21.843 -0.349
C 11.714 3.313 19.994 0.529
N 12.667 2.925 18.991 -0.206
C 13.113 1.619 19.371 0.259
C 14.192 0.878 18.812 0.730
C 14.687 -0.437 19.440 -0.612
C 14.475 -1.671 18.821 0.004
C 14.910 -2.862 19.365 -0.598
C 15.637 -2.872 20.537 -0.312
C 15.868 -1.651 21.175 -0.671
C 15.347 -0.461 20.685 -0.173
C 14.745 1.325 17.581 0.399
C 15.761 0.659 16.847 -1.139
C 15.976 1.332 15.647 -1.213
C 15.136 2.506 15.605 0.593
N 14.297 2.501 16.804 -0.363
C 12.296 1.146 20.445 -0.808
C 11.467 2.172 20.850 -0.865
N 11.561 5.229 17.866 0.347
C 9.646 6.698 14.995 0.728
C 9.355 6.311 13.695 -0.327
C 8.245 6.856 13.066 -0.627
C 7.406 7.821 13.636 -0.528
C 7.781 8.246 14.887 -0.874
C 8.738 7.562 15.620 -0.547
H 18.961 3.244 10.769 0.379
H 19.340 2.620 13.093 0.446
H 17.689 2.854 14.815 0.698
H 14.874 3.974 11.730 0.766
H 16.658 4.072 10.158 0.303
H 14.438 5.754 12.649 0.899
H 11.981 6.753 13.001 0.699
H 10.334 8.337 17.679 0.821
H 10.433 7.362 20.174 0.781
H 12.691 4.226 22.614 0.462
H 12.014 4.962 24.894 0.380
H 9.726 5.819 25.241 0.407
H 8.230 6.176 23.232 0.347
H 9.075 5.790 20.972 0.652
H 14.120 -1.726 17.811 0.490
H 14.630 -3.812 18.891 0.371
H 16.013 -3.830 20.998 0.328
H 16.327 -1.617 22.149 0.373
H 15.454 0.406 21.300 0.454
H 16.280 -0.205 17.190 0.684
H 16.548 0.946 14.785 0.619
H 12.398 0.135 20.861 0.621
H 10.687 2.162 21.658 0.543
H 9.906 5.619 13.071 0.467
H 8.029 6.497 12.063 0.367
H 6.504 8.227 13.139 0.376
H 7.218 9.064 15.421 0.323
H 8.811 7.802 16.662 0.578
C 8.886 0.453 15.413 -1.046
S 9.951 1.895 15.690 1.300
O 10.205 2.263 14.278 -0.635
O 11.358 1.630 16.254 -0.571
O 9.277 2.802 16.667 -0.649
H 9.494 -0.345 14.905 0.322
H 8.084 0.765 14.691 0.344
H 8.424 0.078 16.318 0.358
```

***

[4]
This record from the OMol25 dataset describes a 3-piece molecular cluster, C24H33ClFN5O9P overall in a non-equilibrium geometry. The level of theory is ωB97M-V/def2-TZVPD.

The calculation puts the HOMO-LUMO gap at 5.9 eV. Its total charge is +1. Its spin multiplicity is 1. The highest occupied orbital energy comes out at -10.7469 eV.

```
74
Properties=species:S:1:pos:R:3:mulliken_charge:R:1
C 0.128 -0.633 -1.585 -0.681
C 0.846 -0.297 -2.648 -0.310
N 0.447 0.714 -3.609 0.707
C 1.250 1.806 -3.784 0.205
O 2.304 1.881 -3.012 -0.549
N 1.911 2.468 -1.535 0.480
O 2.434 3.434 -1.380 -0.130
C 0.930 2.782 -4.716 0.365
C 1.791 3.999 -4.864 0.011
O 2.973 3.965 -4.888 -0.383
N 1.053 5.262 -4.968 -0.298
C 0.045 5.334 -4.018 0.691
O 0.158 5.155 -2.851 -0.401
F -1.149 5.626 -4.585 -0.256
C -0.207 2.595 -5.495 0.473
C -1.024 1.487 -5.325 0.030
P -2.569 1.225 -6.352 0.568
O -2.782 2.773 -6.822 -0.537
Cl -1.682 0.465 -8.011 -0.230
C -0.690 0.573 -4.347 -1.079
O -1.442 -0.494 -4.078 -0.435
C -2.713 -0.304 -3.438 0.054
O -3.372 -1.271 -3.280 -0.456
C -3.125 1.082 -3.079 0.404
C -4.380 1.474 -3.535 -0.450
C -4.849 2.752 -3.280 -0.678
C -4.081 3.639 -2.538 -0.560
C -2.831 3.247 -2.075 -0.740
C -2.348 1.982 -2.350 0.675
H 0.191 -1.656 -1.246 0.206
H -0.457 0.047 -0.981 0.319
H 1.816 -0.732 -2.842 0.460
H 0.643 5.331 -5.895 0.333
H -0.471 3.334 -6.239 0.875
H -2.762 3.384 -6.074 0.361
H -4.973 0.780 -4.110 0.478
H -5.814 3.051 -3.660 0.440
H -4.465 4.624 -2.321 0.440
H -2.246 3.952 -1.503 0.429
H -1.368 1.709 -1.991 0.122
C 1.604 -2.634 2.021 -1.228
C 2.764 -1.964 1.295 0.371
C 4.056 -1.918 2.119 -0.821
O 4.058 -0.948 3.142 -0.424
C 3.418 -1.333 4.349 -0.621
N 2.347 -0.623 0.861 -0.486
H 1.171 -1.992 2.785 0.165
H 0.806 -2.886 1.321 0.337
H 1.926 -3.558 2.502 0.197
H 2.981 -2.553 0.397 0.358
H 4.876 -1.640 1.451 0.360
H 4.296 -2.908 2.527 0.420
H 3.559 -2.398 4.552 0.296
H 2.349 -1.109 4.335 0.210
H 3.875 -0.759 5.154 0.344
H 3.089 -0.219 0.294 0.243
H 2.322 -0.031 1.688 0.282
C -0.963 -3.879 7.826 -1.395
C -1.079 -2.648 6.933 0.319
C -0.993 -2.959 5.434 -0.827
O 0.311 -3.231 4.954 -0.093
C 0.763 -4.557 5.164 -0.842
N -0.081 -1.662 7.357 -0.714
H 0.066 -4.228 7.905 0.286
H -1.301 -3.642 8.833 0.350
H -1.576 -4.701 7.451 0.345
H -2.068 -2.211 7.103 0.424
H -1.320 -2.071 4.886 0.301
H -1.674 -3.775 5.160 0.435
H -0.057 -5.276 5.087 0.354
H 1.255 -4.669 6.133 0.244
H 1.498 -4.780 4.390 0.281
H -0.224 -0.794 6.851 0.272
H 0.831 -1.988 7.050 0.304
```

***

Number 1: M 1270.76 g mol⁻¹. Number 2: M 84.85 g mol⁻¹. Number 3: M 826.55 g mol⁻¹. Number 4: M 620.98 g mol⁻¹.